No. 1
44
Properties=species:S:1:pos:R:3:mulliken_charge:R:1 method="wB97M-V/def2-TZVPD" total_charge=-1 gap_ev=6.44 de_lowest_kj_mol=150.8 homo_energy_ev=-4.13
Ca 0.87 0.37 0.89 1.18
Cl 2.68 1.28 2.92 -0.15
C 3.42 1.93 1.45 0.94
Cl 4.92 2.77 1.84 -0.18
C 3.64 0.71 0.50 0.66
O 4.73 0.14 0.59 -0.86
O 2.67 0.43 -0.25 -0.86
H 2.73 2.66 1.02 -0.22
C -4.36 -1.08 0.67 -2.03
C -3.37 -0.55 -0.37 1.70
C -3.75 -1.06 -1.75 -1.83
O -2.07 -1.06 -0.02 -0.69
B -1.33 -0.09 0.67 0.31
O -2.07 1.09 0.66 -0.58
C -3.16 0.99 -0.27 1.74
C -4.36 1.77 0.26 -1.92
C -2.69 1.61 -1.58 -1.89
H -4.30 -2.17 0.69 0.51
H -5.39 -0.80 0.42 0.31
H -4.10 -0.71 1.66 0.38
H -3.89 -2.14 -1.70 0.47
H -2.95 -0.86 -2.46 0.34
H -4.67 -0.60 -2.10 0.32
H -4.63 1.45 1.27 0.36
H -5.22 1.64 -0.40 0.32
H -4.09 2.83 0.29 0.50
H -1.85 1.05 -1.98 0.36
H -2.34 2.62 -1.37 0.49
H -3.49 1.66 -2.33 0.30
F 0.39 3.07 1.63 -0.38
B 0.43 3.57 0.30 0.44
F 1.59 4.35 0.15 -0.39
F -0.71 4.28 -0.02 -0.37
F 0.56 2.42 -0.54 -0.35
N 5.35 -4.76 -0.48 -0.44
C 4.72 -3.58 -0.18 0.66
N 5.22 -2.46 -0.69 -0.29
N 3.64 -3.68 0.55 -0.64
C 2.86 -2.72 0.95 0.47
N 2.06 -2.03 1.43 -0.58
H 6.33 -4.73 -0.71 0.21
H 5.05 -5.55 0.05 0.27
H 6.09 -2.49 -1.19 0.19
H 4.83 -1.52 -0.45 0.21

No. 2
19
Properties=species:S:1:pos:R:3:mulliken_charge:R:1 method="wB97M-V/def2-TZVPD" gap_ev="7.53 / 6.08" spin_multiplicity=2 de_lowest_kj_mol=344.6 homo_energy_ev="-8.51 / -8.40"
N 2.11 -0.92 -1.31 -0.45
C 0.76 -0.80 -1.85 -0.59
C -0.21 -1.65 -1.00 0.11
S -1.88 -1.45 -1.25 -0.22
S 1.00 1.23 0.83 -0.13
C -0.42 1.93 1.66 -0.40
C -1.65 1.10 1.51 -0.96
H 0.46 -1.27 1.01 0.86
H 2.83 -0.88 -1.97 0.20
H 2.29 -0.31 -0.58 0.13
H 0.39 0.22 -1.71 0.27
H 0.70 -1.11 -2.87 0.45
H 0.07 -2.70 -1.00 0.36
H 0.13 -1.23 0.21 -1.21
H -0.62 2.92 1.23 0.31
H -0.12 2.19 2.66 0.36
H -2.42 1.48 2.16 0.36
H -1.95 1.15 0.49 0.23
H -1.47 0.10 1.79 0.31